ORCA calculation (ωB97M-V/def2-TZVPD) on a structure of composition C55H78FeN2O5S.

Atoms and positions in Å:
C: 5.058 1.353 2.119
C: 1.643 -4.275 -0.687
H: 6.092 0.456 4.570
H: -0.211 5.106 4.331
C: 0.709 3.247 0.963
H: 0.105 1.027 -6.206
H: 1.498 3.692 1.557
H: -2.034 3.460 4.524
H: 1.099 -3.822 5.922
H: -2.875 0.586 -9.106
C: 0.091 1.950 -0.938
O: -1.076 -1.317 -1.289
C: -2.339 1.209 -1.278
H: -5.481 -0.538 4.625
C: -1.410 -3.291 0.688
C: 3.341 1.640 0.412
H: -1.066 2.334 -6.408
H: 0.934 1.276 -4.020
C: -1.711 2.984 3.594
H: 4.248 -2.578 1.873
C: 2.554 2.497 -0.547
C: -0.036 -2.731 -3.762
C: 0.411 -1.888 5.199
S: -2.137 -0.211 -5.161
C: 0.232 -3.032 -5.240
C: 0.760 -0.409 5.423
C: 1.354 -2.062 -5.625
H: 0.831 -4.975 -0.472
H: 7.681 1.940 1.513
H: 4.689 2.584 4.551
H: -4.200 -1.614 4.059
C: 0.143 4.625 3.417
C: 6.805 0.964 3.917
C: -5.287 -0.594 2.459
H: 3.591 -2.413 0.244
C: 3.510 -2.046 1.269
H: -5.853 -2.701 2.418
H: -1.730 -1.484 5.083
H: -1.336 1.322 -9.580
H: -2.611 2.704 0.898
H: 6.197 3.514 4.569
C: 4.320 2.155 1.246
H: -1.591 5.874 1.686
C: -2.186 -1.820 -8.771
H: 0.551 -4.066 -5.379
C: 2.129 -2.329 1.816
C: -0.212 -2.923 1.544
H: 2.620 -0.917 -4.227
C: 4.786 -0.011 2.112
H: 4.974 3.827 3.333
H: -2.898 -1.691 -9.590
H: 2.748 -2.684 -4.075
H: 1.795 -0.194 5.154
C: -6.013 0.743 2.312
H: -7.116 -1.624 3.025
H: -6.757 -1.688 1.291
H: 0.650 5.383 2.817
H: 0.619 -0.140 6.472
C: 3.813 -0.568 1.290
H: 0.929 -1.116 -5.964
C: -0.408 -2.660 2.900
H: 2.534 -4.576 -0.131
C: 7.190 2.670 2.159
C: 1.881 -2.078 3.155
H: -1.940 -4.121 1.161
H: -4.269 -1.615 -6.160
H: 2.672 2.094 -1.555
C: -4.164 -0.756 1.436
H: 6.761 3.445 1.523
H: 1.861 -4.281 -1.754
C: -1.248 1.986 -0.560
H: -2.450 2.186 -8.503
H: -1.131 -1.853 6.701
H: -1.413 -2.764 3.288
C: -0.512 1.548 -6.932
C: 2.070 -1.854 -4.304
H: -0.665 -2.864 -5.836
H: -1.336 -3.153 5.525
C: -2.040 -1.117 -0.396
H: -3.179 1.877 -1.478
H: -3.588 -2.693 2.167
H: -3.107 -2.939 -6.243
C: 5.453 3.043 3.921
H: 2.706 -1.709 3.756
H: -1.978 0.823 -2.230
H: 7.333 0.208 3.332
H: 4.506 3.224 1.213
H: 7.949 3.136 2.793
H: -1.012 2.183 3.842
H: -5.335 1.587 2.462
C: -2.087 -0.299 -6.828
H: -0.980 -2.224 -3.593
H: 2.010 -2.453 -6.402
H: 5.337 -0.679 2.765
C: 1.328 -2.764 6.064
H: 0.118 0.230 4.813
C: 0.619 -2.232 3.725
H: -1.086 -3.608 -0.302
N: -2.705 -1.296 -7.515
H: 1.192 -2.521 7.121
C: -1.034 -2.111 5.645
C: 6.115 1.991 3.020
H: -2.932 4.739 1.851
N: -1.400 0.611 -7.597
C: 1.064 -2.756 1.027
C: -4.695 -0.659 3.875
H: 7.539 1.468 4.550
C: -0.614 3.319 1.380
H: -3.956 0.133 4.018
O: 1.269 -2.950 -0.343
H: -6.803 0.814 3.062
C: 1.084 2.572 -0.194
C: -2.333 -2.104 0.561
H: 0.868 2.860 -3.198
H: -4.400 1.145 0.466
O: 2.150 -0.245 -0.351
C: -1.571 2.692 0.591
C: -6.314 -1.721 2.288
O: 1.009 -1.814 -3.349
C: -3.632 -2.182 -6.833
H: 0.875 3.866 3.702
H: -1.253 -1.328 -9.029
C: -3.383 -1.911 1.442
H: 2.379 -2.611 5.816
H: -6.474 0.845 1.328
C: -2.050 1.201 -8.764
H: -4.245 -2.676 -7.586
C: -1.042 4.014 2.671
C: -2.042 5.130 2.345
H: -2.584 2.529 3.125
O: 0.455 1.189 -2.052
H: -1.994 -2.889 -8.655
H: 0.008 -3.621 -3.131
C: -2.786 0.067 -0.395
Fe: 0.774 -0.947 -1.400
C: 3.074 0.261 0.435
H: -0.641 1.997 -3.628
C: -3.837 0.220 0.504
H: -2.359 5.632 3.263
H: 2.966 3.508 -0.545
C: 0.392 1.881 -3.294
H: 0.125 2.004 -7.690

The gap between HOMO and LUMO (spin up / spin down) comes out at 7.0496 / 7.3363 eV. Its expectation value of S² is 6.009. The LUMO energy (spin up / spin down) is 0.35 / 0.35 eV. The total energy comes out at -116744.256 eV. For the molar mass, the calculation gives 935.1 g/mol. The value obtained for the HOMO energy (spin up / spin down) is -6.70 / -6.99 eV. As for the multiplicity: 5. The charge is 0. The calculation puts the max |F| at 0.44 eV/Å. The value obtained for the energy above the lowest of the compared OMol25 structures with the same formula, charge and spin is 0.0 kcal per mole.

Here are the Löwdin charges for atoms 1 to 99, given in e: -0.1801 -0.0448 0.0836 0.0843 0.0392 0.0396 0.1118 0.0868 0.0893 0.0772 -0.1878 -0.1708 -0.0624 0.0836 -0.0660 -0.1321 0.0882 0.0808 -0.0378 0.1237 -0.0692 -0.1688 -0.5523 0.7549 -0.1430 -0.0375 -0.1439 0.0989 0.0881 0.0867 0.0697 -0.0672 -0.0747 -0.5593 0.1160 -0.0702 0.0750 0.0740 0.0927 0.1108 0.0814 0.0039 0.0894 -0.0591 0.1131 -0.1174 -0.1037 0.1280 0.0108 0.0735 0.0894 0.1283 0.0778 -0.0697 0.0814 0.0887 0.0861 0.0856 -0.1365 0.0899 0.0377 0.0996 -0.0528 0.0293 0.1252 0.0659 0.1177 -0.1738 0.0747 0.0860 -0.0991 0.0958 0.0858 0.1023 -0.1120 -0.1683 0.0818 0.0884 -0.2722 0.1274 0.1113 0.0811 -0.0517 0.1206 0.0794 0.0841 0.1111 0.0811 0.0768 0.0772 -0.7799 0.0686 0.1165 0.1025 -0.0480 0.0756 -0.1489 0.1051 -0.2222